[1]
Here is 10 unconnected molecules or ions with the total composition C4H29NO10 from the OMol25 dataset. Energies are from ωB97M-V/def2-TZVPD.

```
44
C4H29NO10 (ωB97M-V/def2-TZVPD)
O -3.493 0.479 0.651
O 3.399 -1.086 1.589
O 1.530 0.414 2.888
O 3.410 1.228 -0.602
O 2.074 -2.186 -0.575
O -0.386 -3.290 -0.080
O -2.209 -1.874 1.318
O -0.630 -1.101 3.425
O 1.234 2.261 0.790
O -2.827 2.100 -1.419
N -0.558 0.647 -1.781
C -0.054 2.101 0.152
C -0.141 0.660 -0.364
C 0.567 0.936 -2.671
C -1.176 -0.621 -2.163
H -3.261 1.002 -0.151
H 0.171 -0.561 3.193
H 2.679 1.659 -0.114
H -0.515 -1.490 -2.187
H -0.891 0.098 0.193
H -1.060 -2.725 0.388
H 2.890 -1.601 0.924
H 0.787 0.120 -0.164
H 1.058 1.863 -2.366
H 2.209 -0.206 2.513
H -1.963 -0.876 -1.450
H 3.763 -0.369 1.050
H -3.746 1.092 1.372
H -0.839 2.334 0.879
H 2.589 -2.916 -0.924
H 0.201 1.025 -3.692
H -1.650 -0.480 -3.142
H -0.917 -0.810 4.286
H 1.334 0.146 -2.654
H -1.718 -1.586 2.124
H 1.328 3.152 1.134
H -3.452 2.103 -2.142
H -0.398 -4.110 0.426
H -1.975 1.673 -1.744
H 2.972 0.509 -1.103
H -0.147 2.804 -0.670
H -2.738 -1.090 1.049
H 1.392 1.082 2.183
H 1.157 -2.509 -0.370
```

Its HOMO-LUMO gap is 10.1 eV. The spin multiplicity is 1. The calculation puts the lowest unoccupied orbital energy at 0.290 eV. For the electronic energy, the calculation gives -26585.3933 eV.



[2]
Here is 10 unconnected molecules or ions with the total composition C4H29NO10S from the OMol25 dataset. Energies are from ωB97M-V/def2-TZVPD.

```
45
C4H29NO10S (ωB97M-V/def2-TZVPD)
S -4.567 -0.526 -1.671
O 1.160 0.031 3.080
O 3.789 -0.180 1.879
O 1.698 2.221 -2.509
O -1.462 -0.746 2.271
O 3.562 2.142 -0.699
O 0.683 -2.007 1.188
O 2.419 2.187 1.728
O -0.679 2.975 -1.318
O -0.214 1.184 0.652
O -3.306 -2.531 1.238
N 0.067 -1.221 -0.984
C -1.329 -1.555 -1.107
C -3.205 -0.878 -2.844
C 0.878 -2.159 -0.233
C -1.805 -0.587 -2.263
H 0.123 -0.239 -0.719
H -1.422 -2.558 -1.610
H -3.427 -1.823 -3.322
H 4.329 2.729 -0.734
H -4.088 -2.448 1.805
H -1.136 -0.501 -3.134
H -0.879 -1.404 1.822
H -0.539 1.821 -0.028
H 1.947 -1.847 -0.349
H -0.013 1.691 1.447
H 4.639 0.178 1.575
H -0.776 3.896 -1.061
H 0.859 -1.165 1.620
H 1.693 -0.693 3.427
H 1.803 1.518 1.398
H 1.596 1.273 -2.314
H 0.665 -3.203 -0.425
H 2.439 2.446 -1.892
H 0.170 2.881 -1.806
H 3.869 -0.108 2.838
H -2.076 -1.350 -0.343
H -4.278 -1.464 -0.749
H -3.289 -0.067 -3.576
H 3.307 2.253 0.248
H -2.684 -2.116 1.875
H 2.643 1.810 2.588
H -1.890 0.404 -1.838
H 0.220 -0.262 3.211
H -1.490 -0.002 1.636
```

Its HOMO-LUMO gap is 8.3 eV. The spin multiplicity is 1. The calculation puts the lowest unoccupied orbital energy at -0.093 eV. For the electronic energy, the calculation gives -37419.0380 eV.



[3]
Here is 11 unconnected molecules or ions with the total composition C4H29NO11 from the OMol25 dataset. Energies are from ωB97M-V/def2-TZVPD.

```
45
C4H29NO11 (ωB97M-V/def2-TZVPD)
O -3.343 0.893 -0.950
O 0.040 1.161 -2.802
O -2.656 -0.864 1.058
O 1.834 3.485 1.646
O -1.368 2.812 -1.108
O 0.457 -3.098 1.173
O -2.000 -0.553 -2.794
O -1.746 -2.493 -0.906
O 0.376 1.439 0.552
O -0.749 -1.325 2.840
O 1.163 0.516 3.622
N 2.273 -1.464 -0.393
C 0.702 0.395 0.019
C 1.784 -1.678 -1.765
C 3.003 0.946 -0.615
C 2.127 -0.096 0.111
H -1.953 -0.915 1.798
H 1.345 2.838 1.104
H -3.152 0.357 -0.153
H 0.110 1.496 -3.701
H 1.021 1.363 3.171
H -0.057 -0.211 -0.504
H -2.738 1.674 -1.008
H 4.046 0.616 -0.651
H 2.385 -0.108 1.179
H -0.272 -2.011 2.308
H -2.388 -3.209 -1.050
H 1.308 0.765 4.534
H -0.071 -0.683 3.163
H -0.852 2.578 -0.319
H -0.697 0.477 -2.768
H 1.920 -0.828 -2.431
H 3.255 -1.700 -0.352
H -2.637 -0.026 -2.238
H -3.447 -1.078 1.567
H 2.644 1.146 -1.619
H -1.764 -1.338 -2.264
H 1.250 -2.700 0.752
H 3.032 1.873 -0.052
H 1.354 4.323 1.593
H -0.892 2.367 -1.847
H 0.733 -1.957 -1.747
H -0.164 -3.115 0.417
H -2.132 -1.947 -0.170
H 2.325 -2.525 -2.199
```

Its HOMO-LUMO gap is 10.2 eV. The spin multiplicity is 1. The calculation puts the lowest unoccupied orbital energy at 0.325 eV. For the electronic energy, the calculation gives -28633.1745 eV.



[4]
Here is 11 unconnected molecules or ions with the total composition C4H29NO11 from the OMol25 dataset. Energies are from ωB97M-V/def2-TZVPD.

```
45
C4H29NO11 (ωB97M-V/def2-TZVPD)
O -1.378 -2.127 -1.171
O 3.053 -2.003 1.142
O 0.413 -0.770 -2.468
O -1.100 -2.503 1.470
O -1.273 3.390 -0.039
O -2.962 1.627 -1.726
O -1.346 1.086 1.611
O -3.196 -0.884 1.655
O -3.734 -0.790 -0.877
O -0.177 1.952 -2.104
O 2.807 -1.873 -1.608
N 1.459 -0.585 1.876
C 2.104 -1.778 1.883
C 1.988 0.648 1.236
C 1.408 0.939 -0.142
C 3.506 0.759 1.091
H -3.057 2.538 -1.405
H -1.219 4.331 -0.239
H 0.243 1.065 -2.065
H 4.088 0.307 1.881
H -1.070 -1.824 -0.293
H -1.981 -2.062 1.657
H -2.661 -0.080 1.616
H 1.722 1.976 -0.368
H -1.667 1.727 0.951
H 0.336 0.956 -0.073
H 1.719 0.147 -0.790
H 3.752 -2.024 -1.725
H -0.170 2.245 -3.022
H 1.288 -1.144 -2.239
H -0.677 3.022 -0.731
H -0.913 -3.288 1.980
H -3.571 0.043 -1.346
H -3.050 -1.385 -1.240
H -0.283 -1.426 -2.347
H 0.511 -0.507 2.209
H -1.979 1.645 -1.740
H -1.861 -2.927 -0.932
H -3.835 -0.921 0.913
H 3.910 1.754 0.932
H 1.731 -2.603 2.513
H 1.667 1.394 1.993
H -1.199 1.673 2.363
H 2.805 -1.781 -0.626
H 3.851 0.059 0.342
```

Its HOMO-LUMO gap is 9.9 eV. The spin multiplicity is 1. The calculation puts the lowest unoccupied orbital energy at 0.156 eV. For the electronic energy, the calculation gives -28632.6836 eV.



[5]
Here is 11 unconnected molecules or ions with the total composition C4H29NO12 from the OMol25 dataset. Energies are from ωB97M-V/def2-TZVPD.

```
46
C4H29NO12 (ωB97M-V/def2-TZVPD)
O -2.875 0.675 3.527
O -1.456 2.891 2.139
O -2.910 -2.513 1.263
O 4.341 1.503 -1.128
O -3.051 -1.864 -1.481
O -0.351 -2.356 -1.979
O 1.063 -4.172 -0.688
O -0.694 -0.196 -2.710
O 0.525 4.034 0.522
O -1.600 0.051 1.232
O 3.141 0.337 3.119
O -0.874 2.549 -2.358
N 1.169 -0.348 -0.306
C 1.363 -0.626 -1.748
C -0.024 -1.199 -2.129
C 1.510 1.077 -0.115
C 1.603 -1.206 0.791
H 2.567 1.278 0.167
H -1.621 -0.350 -2.504
H 2.664 -1.034 1.054
H -2.265 -0.641 1.107
H 2.710 0.724 2.359
H -0.762 -0.137 0.787
H -3.831 -2.444 1.025
H -2.540 -2.234 -0.754
H -3.525 1.342 3.295
H 1.543 1.675 -1.023
H -0.076 3.765 1.226
H -1.568 2.112 1.577
H 1.069 -3.321 -1.142
H 1.478 -2.269 0.630
H -0.692 1.871 -1.705
H -2.729 -3.112 1.989
H 2.186 -1.359 -1.826
H 0.684 1.519 0.448
H -0.715 3.409 -1.957
H -2.464 0.357 2.696
H 4.735 0.794 -0.616
H 4.464 2.282 -0.574
H 0.965 -0.813 1.590
H 2.990 0.695 3.990
H 0.202 -4.538 -0.905
H 1.665 0.134 -2.457
H -2.496 -1.985 -2.254
H 1.026 4.797 0.816
H -2.066 2.803 2.872
```

Its HOMO-LUMO gap is 9.3 eV. The spin multiplicity is 1. The calculation puts the lowest unoccupied orbital energy at 0.148 eV. For the electronic energy, the calculation gives -30677.7487 eV.



[6]
Here is a molecular structure, C4H2AgFLiO4 from the OMol25 dataset. Energies are from ωB97M-V/def2-TZVPD.

```
13
C4H2AgFLiO4 (ωB97M-V/def2-TZVPD)
Ag -0.820 -0.385 -1.259
F 0.893 -1.055 1.046
O 2.206 1.020 -6.700
O -0.889 0.329 2.994
O 1.223 0.723 -4.623
O -1.279 -1.261 1.627
C -1.346 -0.876 2.888
C -0.394 0.826 1.711
C -0.356 -0.424 0.863
C 1.708 0.905 -5.660
Li -0.417 -2.642 3.900
H -1.120 1.563 1.351
H 0.591 1.278 1.861
```

Its HOMO-LUMO gap (spin up / spin down) is 8.2 / 4.9 eV. The spin multiplicity is 2. As for the charge: +2. The calculation puts the lowest unoccupied orbital energy (spin up / spin down) at -9.328 / -12.650 eV. For the electronic energy, the calculation gives -19271.1953 eV.



[7]
Here is a molecular structure, C4H2BaO5 from the OMol25 dataset. Energies are from ωB97M-V/def2-TZVPD.

```
12
C4H2BaO5 (ωB97M-V/def2-TZVPD)
Ba 2.440 2.429 -1.307
O 0.067 1.924 0.160
O 3.281 -0.116 -0.093
O 4.537 -2.048 0.138
O -0.987 0.004 0.004
O -3.719 -0.643 -1.366
C -2.817 -0.768 -0.643
C -2.149 -0.797 0.521
C 3.917 -1.087 0.022
C -0.891 1.237 0.452
H -1.952 -1.735 1.039
H -1.725 1.601 1.073
```

Its HOMO-LUMO gap (spin up / spin down) is 4.9 / 9.8 eV. The spin multiplicity is 2. As for the charge: +1. The calculation puts the lowest unoccupied orbital energy (spin up / spin down) at -3.267 / -3.398 eV. For the electronic energy, the calculation gives -15102.7768 eV.



[8]
Here is 2 unconnected molecules or ions with the total composition C4H2BrF8N from the OMol25 dataset. Energies are from ωB97M-V/def2-TZVPD.

```
16
C4H2BrF8N (ωB97M-V/def2-TZVPD)
Br -2.958 0.153 1.440
F 0.338 -0.971 1.633
F 2.323 -2.712 0.607
F -1.343 2.122 -1.820
F -2.670 -0.104 -1.153
F -2.230 2.938 -0.087
F 0.457 -3.002 -0.482
F 2.019 -1.852 -1.346
F -0.236 1.972 0.074
N 1.860 0.243 0.520
C 1.401 -2.078 -0.233
C 0.980 -0.819 0.461
C -1.467 1.915 -0.498
C -2.066 0.580 -0.177
H 1.939 0.860 -0.254
H 1.651 0.757 1.313
```

Its HOMO-LUMO gap (spin up / spin down) is 9.5 / 7.2 eV. The spin multiplicity is 1. The calculation puts the lowest unoccupied orbital energy (spin up / spin down) at -0.087 / -1.096 eV. For the electronic energy, the calculation gives -97449.7661 eV.



[9]
Here is a single C4H2BrFS molecule from the OMol25 dataset. Energies are from ωB97M-V/def2-TZVPD.

```
9
C4H2BrFS (ωB97M-V/def2-TZVPD)
Br 3.555 0.177 0.167
S 0.910 1.508 -0.592
F -0.373 -2.592 0.139
C -1.046 -0.324 -0.019
C 1.733 0.505 0.545
C -0.765 0.933 -0.142
C -0.546 -1.468 -0.564
H -2.091 -0.447 0.382
H -1.377 1.706 0.083
```

Its HOMO-LUMO gap (spin up / spin down) is 7.9 / 7.9 eV. The spin multiplicity is 1. The calculation puts the lowest unoccupied orbital energy (spin up / spin down) at -1.045 / -1.038 eV. For the electronic energy, the calculation gives -87768.3779 eV.



[10]
Here is a gas-phase ion, C4H2BrO3PS (charge -2) from the OMol25 dataset. Energies are from ωB97M-V/def2-TZVPD.

```
12
C4H2BrO3PS (ωB97M-V/def2-TZVPD)
Br -3.652 -0.658 0.061
S -0.365 2.281 0.053
P 1.764 -1.777 0.002
O 2.692 -1.016 -0.934
O 1.134 -3.073 -0.331
O 2.090 -1.529 1.469
C -1.942 0.216 0.099
C -1.953 1.524 -0.111
C 0.415 -0.337 0.004
C 0.765 0.922 -0.042
H 1.718 1.216 0.086
H -2.665 2.230 -0.357
```

Its HOMO-LUMO gap is 5.6 eV. The spin multiplicity is 1. As for the charge: -2. The calculation puts the lowest unoccupied orbital energy at 5.023 eV. For the electronic energy, the calculation gives -100486.9025 eV.



[11]
Here is a single C4H2Cl2 molecule from the OMol25 dataset. Energies are from ωB97M-V/def2-TZVPD.

```
8
C4H2Cl2 (ωB97M-V/def2-TZVPD)
Cl -2.270 -0.822 -0.018
Cl 1.980 -1.231 -0.023
C 0.449 -0.486 0.049
C 0.300 0.928 0.042
C 0.272 2.141 -0.027
C -0.593 -1.336 0.015
H 0.340 3.216 -0.058
H -0.479 -2.410 0.020
```

Its HOMO-LUMO gap is 9.5 eV. The spin multiplicity is 1. The calculation puts the lowest unoccupied orbital energy at 0.309 eV. For the electronic energy, the calculation gives -29222.6243 eV.



[12]
Here is 2 unconnected molecules or ions with the total composition C4H2Cl2N2 from the OMol25 dataset. Energies are from ωB97M-V/def2-TZVPD.

```
10
C4H2Cl2N2 (ωB97M-V/def2-TZVPD)
Cl -0.151 1.637 1.434
Cl 3.133 -0.894 -0.255
N 1.732 0.276 2.785
N 0.689 -3.519 0.057
C 1.169 -2.531 0.433
C 1.860 -1.389 0.875
C 1.792 -0.516 1.947
C -0.368 0.387 0.378
H -1.123 -0.371 0.523
H -0.021 0.394 -0.712
```

Its HOMO-LUMO gap (spin up / spin down) is 8.6 / 6.4 eV. The spin multiplicity is 1. The calculation puts the lowest unoccupied orbital energy (spin up / spin down) at -1.007 / -2.603 eV. For the electronic energy, the calculation gives -32200.7783 eV.



[13]
Here is a molecular structure, C4H2Cl2N2O3 from the OMol25 dataset. Energies are from ωB97M-V/def2-TZVPD.

```
13
C4H2Cl2N2O3 (ωB97M-V/def2-TZVPD)
Cl -1.365 3.078 0.908
Cl -0.635 0.815 2.667
O -0.788 -3.062 2.193
O 0.305 1.710 -1.034
O -1.540 -2.347 0.223
N -0.762 -2.734 1.049
N 0.506 -0.304 0.040
C 0.104 0.926 0.046
C 0.955 0.862 -1.869
C 1.051 -0.336 -1.187
C -0.587 1.542 1.104
H 1.339 1.190 -2.823
H 1.418 -1.340 -1.316
```

Its HOMO-LUMO gap (spin up / spin down) is 8.6 / 6.7 eV. The spin multiplicity is 1. The calculation puts the lowest unoccupied orbital energy (spin up / spin down) at -1.225 / -1.204 eV. For the electronic energy, the calculation gives -38342.1035 eV.



[14]
Here is a single C4H2Cl2O2 molecule from the OMol25 dataset. Energies are from ωB97M-V/def2-TZVPD.

```
10
C4H2Cl2O2 (ωB97M-V/def2-TZVPD)
Cl -1.497 1.573 0.015
Cl 1.404 -1.583 -0.039
O 1.419 2.319 -0.185
O -2.836 -1.078 -0.080
C -0.712 0.113 0.012
C -1.622 -1.128 -0.025
C 0.620 -0.009 0.027
C 1.621 1.135 0.070
H -1.073 -2.050 -0.101
H 2.676 0.708 0.307
```

Its HOMO-LUMO gap is 8.8 eV. The spin multiplicity is 1. The calculation puts the lowest unoccupied orbital energy at -1.444 eV. For the electronic energy, the calculation gives -33318.4368 eV.



[15]
Here is 2 unconnected molecules or ions with the total composition C4H2Cl3NOS from the OMol25 dataset. Energies are from ωB97M-V/def2-TZVPD.

```
12
C4H2Cl3NOS (ωB97M-V/def2-TZVPD)
Cl 3.705 -0.471 -1.365
Cl 1.843 -1.444 0.602
Cl 0.900 1.732 1.678
S 2.928 2.614 -0.159
O 4.442 -1.065 1.022
N -1.200 -0.285 -0.430
C 0.735 1.187 -0.956
C 3.560 -1.009 0.246
C -0.171 0.266 -0.725
C 1.475 1.916 0.034
H 1.202 1.091 -1.869
H -1.551 -1.203 -0.460
```

Its HOMO-LUMO gap is 8.1 eV. The spin multiplicity is 1. The calculation puts the lowest unoccupied orbital energy at -0.795 eV. For the electronic energy, the calculation gives -56118.2682 eV.